A 40-piece molecular cluster, H80O40 overall in a non-equilibrium geometry. Source: the OMol25 dataset; level of theory: wB97M-V/def2-TZVPD.

Each line ends with the Löwdin charge.
CARTESIAN COORDINATES (ANGSTROEM)
H (3.32666, 4.06485, 2.23867)  0.069
H (3.28753, 4.21326, 3.83039)  0.043
O (3.37334, 3.55619, 3.13539)  -0.094
H (-0.18832, 1.44926, -4.11139)  -0.036
H (-0.46236, 2.55831, -5.25241)  0.083
O (0.09148, 1.75892, -4.92816)  -0.082
H (-1.88708, 0.94817, 1.29423)  -0.035
H (-2.17133, 0.00074, 2.29798)  0.111
O (-2.52043, 0.23824, 1.32627)  -0.117
H (0.67471, 4.16028, -2.05820)  0.001
H (0.35722, 3.67097, -0.69885)  0.001
O (0.98453, 3.56226, -1.42238)  -0.019
H (-3.63511, 0.00035, -4.80502)  0.035
H (-4.34221, -1.28012, -4.24891)  0.065
O (-3.52120, -0.77918, -4.26996)  -0.049
H (-0.89638, -2.01927, 6.15587)  -0.007
O (-1.34696, -1.21112, 6.22167)  -0.044
H (4.67731, -3.52433, 3.07883)  0.057
O (4.05001, -3.37156, 2.35199)  -0.033
H (4.50675, 3.55891, -2.86965)  0.076
H (4.94386, 2.45319, -3.83798)  0.031
O (5.10343, 2.74824, -2.94452)  -0.064
H (1.63457, -4.12860, -1.85978)  0.011
H (0.77082, -4.06758, -3.16412)  0.005
O (0.92322, -3.58344, -2.36927)  -0.085
H (3.42038, -0.79836, -2.54813)  0.018
H (2.99914, 0.52764, -3.10311)  0.094
O (2.85261, -0.08054, -2.30612)  -0.054
H (-2.23431, 3.26907, 1.28396)  0.092
H (-0.90840, 3.27765, 0.34432)  0.002
O (-1.69318, 3.83996, 0.62876)  -0.123
H (0.91800, 6.68516, -0.80584)  0.044
O (0.20912, 6.27520, -1.30394)  -0.030
H (-0.36904, -1.70230, 1.31523)  -0.037
H (-0.73491, -2.52737, 2.63667)  0.012
O (-0.58790, -1.67152, 2.25217)  -0.058
H (4.03369, 5.02913, -0.63670)  0.117
H (3.28562, 3.68885, -0.36735)  0.028
O (3.91952, 4.29349, 0.11624)  -0.122
H (-0.26698, 1.76505, 1.21951)  0.008
H (-0.20271, 0.91789, -0.01305)  0.078
O (-0.70685, 1.64032, 0.40817)  -0.053
H (2.63614, -0.83419, 5.25214)  0.107
H (2.76529, -0.00736, 3.93297)  0.013
O (2.41680, -0.85942, 4.25619)  -0.085
H (-4.75010, 1.65796, -2.22713)  0.054
H (-5.46193, 2.82969, -2.81795)  -0.004
O (-5.35416, 1.92934, -2.95638)  -0.036
H (4.48894, 0.57288, -0.25070)  -0.010
H (5.17222, 1.84184, -0.71739)  0.003
O (4.60773, 1.45248, -0.10683)  0.012
H (-1.87670, -0.82376, -5.44081)  0.026
O (-2.01235, -0.29084, -6.26861)  -0.103
H (1.15533, -3.52642, 4.45042)  0.019
H (0.66837, -2.20365, 4.09707)  -0.019
O (0.38236, -3.09764, 4.17615)  -0.023
H (1.94481, -2.25409, -5.23809)  0.005
O (2.86159, -2.38951, -5.07118)  -0.068
H (-2.56353, 1.91633, -3.71113)  0.045
H (-3.02904, 3.09262, -4.46778)  0.069
O (-2.18590, 2.65167, -4.23909)  -0.067
H (3.37513, -5.32615, -1.00654)  0.000
H (2.24468, -4.76311, -0.12478)  0.095
O (2.51988, -5.06583, -1.03620)  -0.012
H (0.39818, -2.77125, -0.66948)  0.050
H (1.06624, -1.47286, 0.02868)  0.064
O (0.26391, -1.99943, -0.08605)  -0.028
H (-4.06950, -0.01127, 5.67277)  0.078
H (-2.94799, 0.57197, 4.99934)  0.036
O (-3.67409, -0.05196, 4.79293)  -0.051
H (2.50670, 1.00643, -0.40356)  -0.011
H (2.28334, 0.50953, 1.04891)  0.035
O (1.86604, 0.85715, 0.26952)  -0.015
H (-5.92129, 0.13321, 0.32952)  0.092
H (-4.54326, 0.06887, 0.87879)  -0.036
O (-5.21552, 0.74435, 0.75286)  -0.087
H (0.04210, -6.04326, 1.32654)  0.028
H (1.28585, -6.39052, 2.14621)  0.065
O (0.90132, -5.72065, 1.54569)  -0.040
H (-5.16760, 1.92038, 3.59790)  0.000
H (-3.94907, 1.93962, 4.40954)  0.036
O (-4.72895, 2.54714, 4.15100)  -0.079
H (4.09223, 1.94002, 2.14952)  0.013
H (5.05779, 1.05248, 3.04072)  0.054
O (4.15340, 1.16528, 2.73703)  -0.079
H (-1.04064, -3.71986, -3.92695)  -0.048
H (-1.13335, -3.51490, -5.56595)  0.099
O (-0.75423, -4.02640, -4.77647)  -0.080
H (-3.50192, -2.79124, -3.06000)  0.108
O (-2.58091, -3.19659, -3.14467)  -0.081
H (-2.44307, -2.05695, 0.40381)  0.057
H (-3.55229, -1.23308, 0.95858)  -0.062
O (-3.45016, -1.92558, 0.35605)  -0.087
H (-1.74913, 0.53877, -5.78058)  0.023
H (-2.12859, -1.15099, 5.64566)  -0.005
H (2.74130, -3.04201, -4.29428)  0.054
H (3.25275, -2.96690, 2.55113)  -0.032
H (-0.62653, 6.64449, -1.13174)  0.034
H (-2.35524, -3.76379, -2.37350)  0.096
O (-3.04840, -3.48078, 4.20845)  -0.049
H (-2.95069, -3.82475, 3.31637)  0.029
H (-2.94305, -2.53349, 4.04216)  0.007
O (-2.55126, -0.31917, -1.12240)  -0.080
H (-1.58401, -0.59996, -1.00398)  0.041
H (-2.57502, -0.26608, -2.04746)  -0.028
O (-0.55815, 0.75245, 4.41804)  -0.042
H (-0.07426, 0.09124, 3.83981)  0.051
H (-0.11456, 1.55109, 4.29079)  -0.018
O (0.30635, 5.76678, 1.34622)  -0.082
H (-0.53496, 5.27001, 1.50811)  0.036
H (0.87542, 5.47318, 0.64010)  -0.015
O (-0.92723, -1.12463, -2.77309)  -0.046
H (-1.27674, -1.94520, -2.95877)  -0.056
H (-0.35809, -0.95135, -2.00076)  0.043
O (4.77594, -3.87726, -2.04136)  -0.056
H (3.88692, -4.23332, -2.35315)  0.054
H (4.82244, -3.62271, -1.13610)  0.016
O (-0.55715, 3.05747, 2.98678)  -0.024
H (-0.98287, 2.16137, 2.85846)  0.047
H (0.31816, 2.95587, 2.70643)  0.011

The value obtained for the LUMO energy is -0.5 eV. The calculation puts the energy at -3057.3083 Eh. Its HOMO energy is -9.501 eV. The energy relative to the best compared isomer or geometry (same formula, charge and spin) comes out at 281.8 kcal per mole. As for the charge: 0.